[1]
Formula: C32H22BBrN8O6Pt
Source: the Open Molecules 2025 dataset
Level of theory: ωB97M-V/def2-TZVPD

The geometry in ORCA input format:
```
! RIJCOSX wB97M-V def2-TZVPD def2/J DEFGRID3
* xyz 0 1
Pt -0.5824 -0.5046 -0.4811
C -0.7508 -0.1709 4.3323
C 0.0457 -0.4160 3.1946
N -0.6844 -0.3637 2.0954
N -1.9462 -0.0863 2.4795
C -2.0137 0.0301 3.8273
B -3.0744 0.0132 1.4387
N -2.8354 1.1786 0.4473
C -3.4650 2.3556 0.4372
C -3.0828 3.0567 -0.6895
C -2.1964 2.2077 -1.3403
N -2.0506 1.0699 -0.6604
N -3.2029 -1.2178 0.4973
C -4.2887 -1.9602 0.2581
C -4.0186 -2.8193 -0.7928
C -2.7157 -2.5244 -1.1743
N -2.2436 -1.5623 -0.3758
H -0.4494 -0.1505 5.3656
H 1.0992 -0.6392 3.1292
H -2.9493 0.2435 4.3174
H -4.1085 0.1795 2.0175
H -4.1644 2.6019 1.2181
H -3.4287 4.0232 -1.0124
H -1.7021 2.3375 -2.2857
H -5.1751 -1.8254 0.8542
H -4.6735 -3.5522 -1.2283
H -2.1062 -2.9148 -1.9710
N 7.1293 -3.2634 0.7157
C 6.1732 -2.6913 0.4335
C 4.9799 -1.9793 0.0851
C 4.5107 -0.9618 0.9165
C 3.3529 -0.2829 0.5844
C 2.6538 -0.6308 -0.5738
C 3.1327 -1.6294 -1.4137
C 4.2943 -2.3015 -1.0856
C 1.4578 0.1150 -0.8755
C 0.8012 1.0985 -1.1822
H 5.0521 -0.7129 1.8190
H 2.9655 0.4987 1.2248
H 2.6047 -1.8479 -2.3360
H 4.6713 -3.0837 -1.7307
O 0.5127 2.3790 -1.3140
C 0.6038 3.1177 -0.0829
O 1.0194 2.5960 0.8960
C 0.1367 4.4735 -0.2489
C -0.1339 5.0066 -1.5116
C -0.5900 6.3012 -1.6350
C -0.7772 7.0577 -0.4869
C -0.5099 6.5484 0.7754
C -0.0481 5.2556 0.8899
N -1.2681 8.4166 -0.6128
O -1.4521 8.8505 -1.7334
O -1.4488 9.0507 0.4083
H 0.0111 4.4008 -2.3936
H -0.8076 6.7389 -2.5976
H -0.6723 7.1723 1.6415
H 0.1665 4.8224 1.8575
Br 2.3463 -7.5364 -3.4504
C 1.8346 -6.4577 -1.9735
C 1.9707 -6.9612 -0.6889
C 1.5972 -6.1704 0.3873
C 1.1039 -4.8909 0.1799
C 0.9737 -4.4025 -1.1157
C 1.3337 -5.1906 -2.2019
C 0.4525 -3.0173 -1.3628
O 0.3735 -2.2763 -0.2783
O 0.1631 -2.6302 -2.4940
H 2.3621 -7.9573 -0.5358
H 1.6982 -6.5572 1.3929
H 0.8230 -4.2600 1.0113
H 1.2100 -4.7972 -3.2015
*
```

Computed properties:
E_LUMO	-1.738	eV
energy	-4840.2459	Eh
relative energy (zero: lowest compared OMol25 entry of this formula, charge and spin)	33.3	kcal/mol

Mulliken atomic charge list, values in e, 8 entries:
1 Pt 1.622
2 C -1.209
3 C -0.299
4 N 0.150
5 N -0.127
6 C -0.274
7 B -0.152
8 N 0.586

[2]
Formula: C32H22F12N4O3Sr
Source: the Open Molecules 2025 dataset
Level of theory: ωB97M-V/def2-TZVPD

The geometry in ORCA input format:
```
! RIJCOSX wB97M-V def2-TZVPD def2/J DEFGRID3
* xyz -2 1
Sr 0.2672 0.4036 -0.2763
O -1.7008 0.3736 0.7155
C -2.7711 0.2487 1.4078
N -3.1183 -0.6901 2.2263
C -2.0940 -1.7066 2.4171
C -1.2935 -1.5344 3.6819
C -1.6759 -2.1742 4.8589
C -0.9733 -1.9429 6.0258
C 0.1102 -1.0771 5.9861
C 0.4300 -0.4936 4.7701
N -0.2486 -0.7003 3.6382
C -3.7673 1.4091 1.2936
C -5.0527 1.2927 1.8235
C -5.9157 2.3635 1.7349
C -5.4803 3.5331 1.1220
C -4.1911 3.5556 0.6257
N -3.3411 2.5236 0.7011
H -1.3873 -1.7304 1.5902
H -2.5787 -2.6864 2.4672
H -2.5229 -2.8504 4.8359
H -1.2630 -2.4321 6.9493
H 0.6974 -0.8564 6.8690
H 1.2825 0.1760 4.6980
H -5.3226 0.3572 2.2951
H -6.9194 2.2921 2.1391
H -6.1176 4.4041 1.0291
H -3.8112 4.4472 0.1350
C -3.0896 -1.3427 -6.5101
C -2.1890 -1.3795 -5.3025
C -1.7703 -2.5709 -4.7281
C -1.0135 -2.5775 -3.5744
C -0.6515 -1.4058 -2.8600
N -0.0566 -1.4769 -1.6324
C -0.1739 -2.5732 -0.7890
C -1.3525 -3.3592 -0.7565
C -1.5236 -4.4229 0.1020
C -0.5319 -4.7858 1.0070
C -0.7092 -5.9375 1.9630
C 0.6143 -4.0078 1.0259
C 0.8299 -2.9076 0.1914
C 2.1735 -2.0814 0.3549
O 1.9986 -0.7504 0.3693
C 2.9385 -2.4171 1.7029
F 3.4631 -3.6730 1.7919
F 3.9676 -1.5777 1.9025
F 2.1064 -2.2649 2.7509
C 3.1354 -2.5149 -0.8082
F 2.6341 -2.2054 -2.0042
F 4.3382 -1.8974 -0.7081
F 3.3861 -3.8484 -0.8124
C -0.8806 -0.1621 -3.5900
C -1.6818 -0.2191 -4.7291
C -0.0704 1.1882 -3.3699
O 0.4539 1.4101 -2.1547
C 1.1343 1.0997 -4.3728
F 1.9325 0.0825 -4.0190
F 0.8087 0.9138 -5.6727
F 1.8747 2.2354 -4.3262
C -0.9324 2.4587 -3.7486
F -2.1746 2.3493 -3.2371
F -0.4022 3.5821 -3.2445
F -1.0657 2.6833 -5.0862
H -3.3046 -2.3569 -6.8587
H -2.6380 -0.8001 -7.3480
H -4.0541 -0.8635 -6.3101
H -2.0337 -3.5198 -5.1924
H -0.6902 -3.5255 -3.1656
H -2.1626 -3.0827 -1.4167
H -2.4631 -4.9718 0.0823
H -1.6389 -6.4753 1.7579
H -0.7507 -5.6075 3.0072
H 0.1091 -6.6614 1.8883
H 1.3765 -4.2720 1.7452
H -1.8934 0.7090 -5.2473
*
```

Computed properties:
E_LUMO	4.448	eV
energy	-2906.7101	Eh
relative energy (zero: lowest compared OMol25 entry of this formula, charge and spin)	3.6	kcal/mol

Mulliken atomic charge list, values in e, 8 entries:
1 Sr 3.214
2 O -0.884
3 C -0.447
4 N -0.427
5 C 0.936
6 C 0.074
7 C -0.649
8 C -0.358

[3]
Formula: C32H22F3N2O2RhSSb
Source: the Open Molecules 2025 dataset
Level of theory: ωB97M-V/def2-TZVPD

The geometry in ORCA input format:
```
! RIJCOSX wB97M-V def2-TZVPD def2/J DEFGRID3
* xyz 1 5
Rh -0.2061 0.2973 0.0167
F 2.3911 -1.1317 4.4813
C 3.1177 -0.1848 3.8743
F 2.6222 1.0072 4.2202
F 4.3678 -0.2657 4.3405
C 3.0970 -0.3635 2.3695
C 4.2818 -0.4199 1.6483
C 4.2399 -0.5573 0.2706
C 3.0090 -0.6484 -0.3628
N 1.8671 -0.6008 0.3163
C 1.9081 -0.4423 1.6547
S 0.3169 -0.2079 2.3317
H 5.2284 -0.3539 2.1661
H 5.1473 -0.5903 -0.3143
H 2.9263 -0.7634 -1.4354
C -7.2224 -1.6688 0.3097
C -6.9150 -0.6514 1.1991
C -5.6742 -0.0285 1.1483
C -4.7476 -0.4301 0.1929
C -5.0462 -1.4668 -0.6881
C -6.2880 -2.0804 -0.6312
Sb -2.9292 0.6032 0.0468
C -2.9685 1.5699 -1.8357
C -2.7413 2.9347 -1.9966
C -2.7266 3.4970 -3.2653
C -2.9226 2.7016 -4.3837
C -3.1255 1.3376 -4.2348
C -3.1430 0.7740 -2.9680
C -3.2057 2.2046 1.3782
C -4.0025 3.3041 1.0554
C -4.1442 4.3507 1.9530
C -3.4992 4.3056 3.1834
C -2.7323 3.2031 3.5243
C -2.5869 2.1554 2.6250
H -8.1909 -2.1488 0.3523
H -7.6415 -0.3364 1.9363
H -5.4450 0.7661 1.8477
H -4.3222 -1.8088 -1.4173
H -6.5237 -2.8818 -1.3184
H -2.5548 3.5704 -1.1401
H -2.5541 4.5594 -3.3786
H -2.9039 3.1405 -5.3723
H -3.2657 0.7109 -5.1055
H -3.2967 -0.2953 -2.8776
H -4.5416 3.3363 0.1169
H -4.7644 5.1993 1.6963
H -3.6051 5.1271 3.8795
H -2.2347 3.1597 4.4840
H -1.9838 1.3021 2.9111
O 0.6702 2.5745 2.2775
C 0.6520 2.9696 1.1339
N 0.4945 2.1444 0.0099
C 0.6340 2.9017 -1.1686
O 0.6000 2.4295 -2.2756
C 0.8140 4.3222 -0.7513
C 0.9217 5.4692 -1.5114
C 1.0122 6.6767 -0.8266
C 1.0031 6.7195 0.5681
C 0.9070 5.5561 1.3240
C 0.8100 4.3647 0.6329
H 0.9369 5.4251 -2.5921
H 1.0875 7.6017 -1.3824
H 1.0708 7.6771 1.0666
H 0.9066 5.5790 2.4053
*
```

Computed properties:
E_LUMO (spin up / spin down)	-2.892 / -5.811	eV
energy	-2540.9301	Eh
expectation value of S²	6.023

Mulliken atomic charge list, values in e, 8 entries:
1 Rh -0.021
2 F -0.224
3 C 0.659
4 F -0.169
5 F -0.283
6 C -0.055
7 C -0.303
8 C -0.585

[4]
Formula: C32H23CrN2O3
Source: the Open Molecules 2025 dataset
Level of theory: ωB97M-V/def2-TZVPD

The geometry in ORCA input format:
```
! RIJCOSX wB97M-V def2-TZVPD def2/J DEFGRID3
* xyz 2 4
O -4.4252 5.7042 -0.3589
C -3.9629 4.8035 -0.9386
Cr -2.9681 3.4477 -1.8466
C -1.7099 3.7322 -0.4685
O -0.9567 4.0290 0.3728
C -2.0944 4.9263 -2.6807
O -1.5645 5.9043 -3.0221
C -4.3275 2.7363 -3.3811
C -4.7876 2.3220 -2.1239
C -3.9249 1.6651 -1.2338
C -2.6065 1.3077 -1.6098
C -1.6800 0.7048 -0.6588
C -0.8364 0.3116 0.1465
C 0.0478 0.0548 1.2101
C 1.3476 0.7100 1.1301
C 1.7357 1.2445 -0.1265
C 2.8996 1.9873 -0.2923
C 3.7379 2.2410 0.7968
C 3.3592 1.7715 2.0607
C 2.1884 1.0325 2.2235
C -0.5543 -0.5653 2.3836
C -1.8367 -1.1646 2.2307
C -2.4997 -1.7832 3.2876
C -1.9460 -1.7747 4.5709
C -0.7380 -1.0953 4.7792
C -0.0708 -0.4907 3.7157
C -2.1485 1.7861 -2.8626
C -3.0111 2.4372 -3.7567
H -4.9841 3.2908 -4.0546
H -5.8085 2.5423 -1.8163
H -4.2599 1.4154 -0.2261
H 1.0488 1.1555 -0.9701
H 3.1427 2.3673 -1.2806
H 4.6704 2.7940 0.6728
H 3.9686 1.9826 2.9450
H 1.8997 0.8021 3.2369
H -2.3649 -1.0616 1.2778
H -3.4551 -2.2666 3.1002
H -2.4431 -2.2770 5.4017
H -0.2996 -1.0180 5.7797
H 0.7746 0.1296 3.9725
H -1.0993 1.6301 -3.1221
H -2.6393 2.7414 -4.7329
C -0.7014 -3.6314 -0.2748
C 0.7495 -3.3905 -0.4315
N 1.4894 -2.3388 -0.0634
C 2.8041 -2.6444 -0.4289
C 2.8321 -3.9183 -1.0410
C 3.9746 -4.5261 -1.5436
C 5.1765 -3.8080 -1.4100
C 5.1939 -2.5451 -0.7937
C 4.0208 -1.9510 -0.2951
N 1.5134 -4.3597 -1.0233
H -1.1544 -2.7717 0.2290
H -1.1697 -3.7815 -1.2605
H -0.8727 -4.5459 0.3159
H 3.8954 -5.5083 -2.0132
H 6.1066 -4.2383 -1.7897
H 6.1544 -2.0326 -0.7125
H 4.0038 -0.9816 0.1892
H 1.1662 -5.2406 -1.3838
*
```

Computed properties:
E_LUMO (spin up / spin down)	-5.240 / -9.486	eV
energy	-2612.2444	Eh
expectation value of S²	3.826
relative energy (zero: lowest compared OMol25 entry of this formula, charge and spin)	0.0	kcal/mol

Mulliken atomic charge list, values in e, 8 entries:
1 O -0.258
2 C 0.420
3 Cr -0.214
4 C 0.500
5 O -0.300
6 C 0.414
7 O -0.255
8 C -0.613